[1]
Below is a 2-piece molecular cluster, C30H34N2O5 overall at a distorted geometry, with properties calculated with the ωB97M-V functional and the def2-TZVPD basis.

XYZ file:
```
71
Properties=species:S:1:pos:R:3
H 1.693 0.945 4.526
C 0.234 -1.020 -0.966
H 0.809 4.318 1.044
O -0.861 3.633 -0.375
H -5.122 2.186 2.554
N 1.336 -2.589 -2.601
C 1.139 3.266 1.180
H -1.851 -1.453 -0.921
H -2.833 1.370 2.451
C -1.507 0.280 0.295
C 1.598 -3.920 -0.569
H -1.479 -0.167 -4.547
C -1.238 3.031 0.763
H -0.033 -1.774 -5.468
C -5.226 0.350 -0.339
H 4.367 -7.905 1.516
C 0.305 -1.766 -2.227
C -3.434 1.316 1.554
C -2.926 0.538 0.468
C 2.647 2.097 2.961
C 3.371 -3.829 -2.237
H 2.072 -3.269 -4.528
H 5.084 -5.085 -1.866
C 0.304 -1.966 -4.464
H -3.535 -0.590 -1.276
H 1.832 -5.390 1.001
C -0.093 2.516 1.535
H 0.633 -3.583 -0.187
H 3.711 2.119 3.243
H -0.746 5.915 -1.726
C 1.338 -2.689 -3.997
C 1.797 2.003 4.239
O -2.444 3.047 1.099
H -0.785 0.644 1.017
C 2.122 -3.403 -1.761
H -6.764 1.353 0.821
C 2.351 3.344 2.123
O 1.276 -0.686 -0.359
C 4.102 -4.766 -1.525
H -2.618 4.774 -0.544
H 2.509 1.186 2.362
H 2.762 -7.831 0.723
H -0.181 2.438 4.979
H 2.196 4.217 2.770
H -0.552 4.513 -2.807
H -5.919 -0.055 -1.083
C -3.867 0.046 -0.447
C 2.279 -4.929 0.112
O -1.038 1.033 3.135
H 1.483 2.930 0.180
H 3.193 -6.641 1.998
H 2.310 2.501 5.076
C -4.800 1.604 1.688
N -0.309 -1.368 -3.363
C 3.532 -5.378 -0.379
C -1.934 4.200 -1.180
H -1.267 0.464 -2.896
C -1.134 -0.709 -0.569
H 0.477 3.717 3.891
H -2.019 5.504 -2.880
O 4.220 -6.420 0.163
H 3.767 -3.425 -3.171
C -0.320 2.017 2.884
C -1.419 -0.443 -3.492
C 3.577 -7.240 1.163
C 0.418 2.635 4.074
C -1.269 5.081 -2.208
H 3.223 3.570 1.494
C -5.697 1.129 0.729
H -2.371 -0.910 -3.208
H -2.477 3.366 -1.648
```

Calculated values
Lowest unoccupied orbital energy = -1.21 eV
Charge = 0
ΔE to the lowest compared entry with this formula, charge and spin = 97.0 kcal/mol
Gap between HOMO and LUMO = 0.16546 hartree
E_tot = -1649.093807 hartree

***

[2]
Below is C30H34O2P3S2Y as an isolated structure at a distorted geometry, with properties calculated with the ωB97M-V functional and the def2-TZVPD basis.

XYZ file:
```
72
Properties=species:S:1:pos:R:3
C -2.128 -4.062 0.120
C -1.957 5.522 0.808
H -6.251 1.186 -0.502
H -2.112 -0.193 -2.770
H 0.620 1.413 -0.606
H -1.370 -2.175 3.658
H -0.722 2.105 6.032
P 3.877 -1.513 -1.593
H 0.064 1.868 3.709
C -1.670 -1.089 5.477
P -0.087 -0.305 1.795
H 0.961 -2.799 0.771
H 6.888 0.583 -3.837
H -6.215 -0.894 -1.821
O 4.747 -2.235 -2.686
H -2.607 -4.938 -0.290
H 6.678 -0.695 -2.641
C -0.075 4.325 -0.805
H 5.856 -3.700 -1.746
C 4.009 -4.560 -2.444
H -2.706 5.990 1.429
C -4.146 -0.689 -2.354
H 5.721 -3.780 -3.526
Y 2.285 -0.391 0.458
C -0.134 -2.859 0.699
H -3.233 3.905 0.333
H -0.499 7.053 1.136
C -3.025 1.279 -1.505
H 4.541 -0.015 -3.872
C 6.432 0.335 -2.883
H -2.139 -1.921 5.978
H -3.982 -3.085 0.578
O 4.237 0.045 -1.820
C 4.931 0.515 -3.001
C -1.239 -1.233 4.171
C 0.226 5.511 -0.167
H -4.281 2.582 -0.337
H 0.650 3.874 -1.471
H 3.489 -4.374 -1.504
S 4.412 -1.944 0.321
C -0.744 -3.989 0.179
H -1.845 0.223 7.154
H -0.503 0.057 -0.958
C -2.304 -1.886 1.118
C -1.497 0.114 6.140
C -4.208 1.660 -0.886
H -2.005 0.960 0.952
P -1.437 2.191 -1.682
C -0.438 1.043 4.199
H 4.669 1.574 -3.070
C 5.174 -3.606 -2.595
C -0.916 1.084 0.908
C -2.905 -3.019 0.601
H -2.905 -1.076 1.505
C -2.254 4.324 0.178
H 4.379 -5.582 -2.441
C -1.317 3.705 -0.637
C -5.342 0.871 -0.991
S 1.865 -1.636 -1.879
H -0.659 2.029 1.399
H 6.842 0.979 -2.110
H -4.126 -1.593 -2.943
H 3.308 -4.433 -3.265
C -5.318 -0.301 -1.723
C -3.015 0.094 -2.246
C -0.438 1.074 -0.542
C -0.644 -0.157 3.519
H -0.146 -4.813 -0.174
C -0.720 6.116 0.645
H 1.191 5.974 -0.309
C -0.914 -1.798 1.157
C -0.873 1.176 5.504
```

Calculated values
Lowest unoccupied orbital energy (spin up / spin down) = -2.93 / -3.20 eV
Spin multiplicity = 2
Charge = +1
Gap between HOMO and LUMO (spin up / spin down) = 0.20994 / 0.27434 hartree
E_tot = -3172.695898 hartree